{"formula": "C26H55N3O4P", "method": "ωB97M-V with the def2-TZVPD basis set", "symbols": ["C", "C", "C", "C", "C", "C", "C", "C", "C", "C", "C", "C", "C", "C", "C", "C", "C", "C", "C", "C", "C", "C", "C", "O", "O", "C", "N", "P", "N", "O", "O", "C", "C", "N", "H", "H", "H", "H", "H", "H", "H", "H", "H", "H", "H", "H", "H", "H", "H", "H", "H", "H", "H", "H", "H", "H", "H", "H", "H", "H", "H", "H", "H", "H", "H", "H", "H", "H", "H", "H", "H", "H", "H", "H", "H", "H", "H", "H", "H", "H", "H", "H", "H", "H", "H", "H", "H", "H", "H"], "coordinates": [[-3.268530, -0.399152, 3.955038], [-2.364120, -0.384844, 2.708979], [-1.963425, 1.007475, 2.199092], [-3.036429, 2.093581, 2.212397], [-3.931073, 2.198951, 0.968481], [-3.158958, 2.286550, -0.349842], [-2.923070, 0.998976, -1.187621], [-3.550931, -0.327510, -0.720321], [-2.547036, -1.502768, -0.755876], [-2.593640, -2.351962, -2.025198], [-1.971858, -3.739157, -1.795374], [-1.132091, -4.264522, -2.948557], [0.306841, -3.777913, -2.950903], [0.472901, -2.273235, -2.821277], [1.945873, -1.871164, -2.778595], [2.157445, -0.356637, -2.992430], [2.981438, 0.296985, -1.864120], [2.121057, 1.222493, -0.964750], [2.391844, 1.186130, 0.546985], [2.057869, 2.588382, 1.130755], [0.697130, 3.136102, 0.666810], [0.797006, 4.307585, -0.326082], [-0.395707, 4.428113, -1.232017], [-0.931898, 5.457233, -1.493697], [-0.832329, 3.221361, -1.739059], [1.475406, 0.162011, 1.275077], [2.130156, -0.833784, 2.141523], [2.497759, -2.332388, 1.462031], [2.697980, -3.491111, 2.454503], [1.310575, -2.517177, 0.449449], [3.799265, -2.217149, 0.492236], [3.201978, -0.300911, 2.974604], [4.107054, 0.758464, 2.304811], [3.842399, 0.945836, 0.836065], [-3.271267, 0.539046, 4.499050], [-2.928949, -1.170978, 4.642376], [-4.280648, -0.682005, 3.679411], [-2.820816, -0.998943, 1.938614], [-1.441137, -0.897850, 2.981241], [-1.156292, 1.341343, 2.856170], [-1.511295, 0.915042, 1.209845], [-3.645533, 2.056875, 3.110474], [-2.510920, 3.050592, 2.246079], [-4.457549, 3.146591, 1.083784], [-4.718647, 1.448213, 0.967605], [-3.666901, 3.011005, -0.980464], [-2.189341, 2.726365, -0.113220], [-1.848192, 0.860843, -1.311644], [-3.287682, 1.199246, -2.192836], [-4.322218, -0.599758, -1.434780], [-3.953606, -0.292857, 0.283856], [-2.807630, -2.169952, 0.068707], [-1.533283, -1.158464, -0.539887], [-2.069604, -1.840477, -2.833600], [-3.635136, -2.457889, -2.318519], [-2.784062, -4.445123, -1.631202], [-1.395334, -3.714552, -0.868950], [-1.092953, -5.351556, -2.861306], [-1.600097, -4.070489, -3.913000], [0.904904, -4.278854, -2.182428], [0.749264, -4.054653, -3.909304], [0.017050, -1.885292, -1.907652], [0.020048, -1.765992, -3.674623], [2.501071, -2.432325, -3.528201], [2.325074, -2.176304, -1.804998], [2.679624, -0.246911, -3.936747], [1.174793, 0.107176, -3.056731], [3.734674, 0.919195, -2.345149], [3.485023, -0.504161, -1.326618], [1.076005, 1.003674, -1.154425], [2.273376, 2.235994, -1.325740], [2.002606, 2.485366, 2.213026], [2.858482, 3.295174, 0.897501], [0.212106, 3.545996, 1.548867], [0.037930, 2.357042, 0.299256], [1.708012, 4.261812, -0.919701], [0.832367, 5.231694, 0.243391], [-0.577052, 3.138005, -2.667437], [0.790515, 0.728328, 1.903277], [0.858781, -0.348404, 0.545699], [2.584164, -3.253558, 3.430504], [1.394628, -3.357777, -0.029784], [4.538062, -1.902168, 1.028725], [3.811487, -1.140643, 3.297327], [2.785327, 0.135792, 3.880787], [4.040264, 1.717458, 2.801930], [5.142486, 0.445962, 2.413369], [4.341243, 1.788656, 0.547567], [4.216948, 0.148468, 0.317064]], "forces_ev_per_a": [[0.200, -0.454, -0.239], [0.087, -0.002, 0.377], [-0.208, -0.257, 0.488], [0.228, 0.203, -0.761], [-0.150, 0.166, 0.292], [-0.185, -0.249, 0.243], [-0.214, 0.179, 0.125], [1.073, -0.297, -0.536], [-0.728, -0.186, 0.298], [0.435, 0.211, 0.245], [-0.427, 0.157, -0.306], [0.248, -0.610, 0.406], [-0.045, 0.438, -0.437], [0.586, 0.165, -0.090], [-0.328, 0.019, 0.027], [0.269, -0.772, 0.417], [-0.402, 0.426, -0.443], [0.903, -0.468, -0.362], [-1.331, 0.963, -0.120], [-0.046, -0.571, 0.105], [0.209, 0.498, 0.237], [-0.233, -0.130, 0.711], [-0.026, 0.183, -0.384], [-0.015, 0.016, -0.061], [0.742, -0.220, -0.340], [0.083, -0.159, 0.459], [0.575, 0.339, -1.557], [-0.101, -1.428, 1.827], [0.449, 0.826, -0.019], [0.162, 0.094, -0.815], [-0.312, 1.089, -0.403], [-0.344, 0.108, 0.162], [0.450, -0.392, 0.231], [0.013, -0.004, 0.761], [-0.056, 0.122, 0.041], [0.015, -0.036, 0.105], [-0.229, 0.305, 0.083], [-0.051, 0.080, -0.163], [0.160, -0.118, -0.163], [0.096, 0.134, 0.126], [-0.077, 0.023, -0.193], [-0.033, -0.109, 0.115], [0.078, 0.126, 0.146], [-0.158, 0.039, 0.002], [0.027, -0.195, -0.098], [0.017, 0.091, -0.090], [-0.182, 0.001, 0.006], [0.173, -0.079, 0.098], [0.017, 0.046, -0.133], [-0.514, 0.075, 0.296], [-0.256, 0.285, 0.006], [0.039, -0.125, 0.077], [0.155, 0.046, -0.026], [-0.166, 0.056, -0.110], [-0.093, -0.033, -0.164], [-0.061, -0.065, 0.202], [0.216, -0.108, 0.038], [-0.037, -0.108, -0.115], [-0.127, 0.225, -0.024], [-0.095, -0.096, 0.136], [0.206, -0.178, 0.015], [-0.223, -0.007, -0.057], [-0.249, -0.042, -0.026], [0.078, -0.072, -0.054], [0.276, -0.003, 0.008], [-0.110, 0.329, -0.174], [0.014, 0.258, -0.192], [0.317, -0.031, 0.200], [0.044, -0.050, 0.127], [-0.215, -0.025, 0.294], [-0.018, 0.166, 0.016], [0.235, 0.113, 0.150], [0.027, 0.137, -0.073], [-0.211, -0.118, 0.100], [0.057, -0.155, -0.126], [-0.026, -0.064, -0.280], [0.193, 0.182, -0.087], [-0.345, 0.193, -0.083], [-0.070, 0.052, 0.041], [0.009, -0.173, -0.017], [-0.236, -0.384, 0.041], [-0.282, 0.030, 0.063], [0.267, -0.736, 0.004], [0.093, -0.053, 0.113], [-0.112, 0.084, 0.046], [-0.234, 0.195, -0.147], [0.157, 0.050, -0.188], [0.148, -0.166, -0.225], [-0.262, 0.006, -0.221]], "lowdin_charge": [-0.090, -0.234, -0.217, -0.192, -0.194, -0.188, -0.175, -0.175, -0.223, -0.203, -0.201, -0.208, -0.206, -0.228, -0.195, -0.162, -0.159, -0.098, -0.359, -0.118, -0.162, -0.083, -0.492, 0.170, 0.033, -0.096, -0.162, 0.422, -0.124, -0.119, -0.142, -0.162, -0.070, 0.125, 0.065, 0.069, 0.075, 0.073, 0.095, 0.099, 0.080, 0.099, 0.104, 0.109, 0.103, 0.111, 0.067, 0.077, 0.107, 0.107, 0.079, 0.102, 0.086, 0.099, 0.113, 0.113, 0.105, 0.110, 0.119, 0.112, 0.118, 0.087, 0.122, 0.118, 0.074, 0.112, 0.102, 0.113, 0.078, 0.111, 0.114, 0.117, 0.130, 0.124, 0.088, 0.120, 0.131, 0.137, 0.108, 0.110, -0.005, 0.098, 0.071, 0.108, 0.132, 0.126, 0.134, 0.187, 0.142], "smiles": "CCCCCCCCCCCCCCCCCC[C@@]1(CCCC(=O)O)CN(P(=N)(O)O)CC[NH2+]1", "total_charge": 1, "max_force_ev_per_a": 2.32, "homo_lumo_gap_ev": 8.90, "lumo_ev": -3.1}